# 1
A molecular structure, C29H55AgF6N2O7 in a non-equilibrium geometry, computed with ωB97M-V/def2-TZVPD.

Geometry as XYZ:
```
100
C29H55AgF6N2O7 | OMol25 | ωB97M-V/def2-TZVPD
Ag 1.302 -0.123 0.453
C 0.651 0.477 -3.365
O -0.112 -0.560 -4.038
O 0.491 0.084 -2.036
C 2.076 0.617 -3.936
F 2.855 1.438 -3.227
F 2.706 -0.542 -3.997
F 2.112 1.078 -5.174
C -0.698 -0.207 -5.325
C -1.278 -1.503 -5.944
H -2.073 -1.941 -5.340
H -1.821 -1.245 -6.852
H -0.531 -2.267 -6.163
H -0.017 0.057 -6.134
H -1.466 0.561 -5.239
H 0.114 1.418 -3.481
C 0.215 -2.777 1.191
O 1.500 -2.349 1.525
O -0.212 -2.125 -0.026
C -0.020 -4.379 1.274
F -1.191 -4.693 0.732
F 0.922 -5.135 0.677
F -0.112 -4.825 2.570
C 2.278 -2.948 2.614
C 3.657 -2.207 2.722
H 3.642 -1.117 2.701
H 4.118 -2.504 3.664
H 4.263 -2.466 1.854
H 2.459 -4.011 2.456
H 1.757 -2.853 3.567
H -0.437 -2.446 1.999
C -3.086 -3.663 -1.735
C -3.815 -2.392 -1.141
C -3.928 -2.800 0.356
C -4.410 -1.677 1.295
C -3.574 -0.392 1.038
C -3.458 0.061 -0.431
N -3.092 -1.130 -1.301
O -2.815 -0.907 -2.711
C -2.342 1.120 -0.492
C -4.837 0.658 -0.875
C -5.218 -2.428 -1.707
H -3.657 -4.586 -1.629
H -2.053 -3.825 -1.425
H -3.000 -3.587 -2.819
H -2.935 -3.113 0.677
H -4.565 -3.682 0.430
H -4.466 -2.002 2.335
H -5.452 -1.376 1.191
H -2.588 -0.505 1.489
H -4.226 0.269 1.609
H -1.400 0.701 -0.136
H -2.540 1.888 0.256
H -2.173 1.639 -1.435
H -5.666 -0.049 -0.826
H -4.743 0.954 -1.919
H -5.096 1.547 -0.299
H -5.513 -3.447 -1.956
H -5.252 -1.971 -2.695
H -5.985 -2.200 -0.966
C 1.086 2.511 4.383
C 0.590 1.939 3.019
C -0.755 2.617 2.611
C -0.540 4.103 2.163
C 0.392 4.084 0.965
C 1.734 3.371 1.200
N 1.511 2.052 1.858
O 2.637 1.257 2.068
C 2.283 3.210 -0.129
C 2.749 4.251 2.052
C 0.284 0.463 3.227
H 0.720 3.509 4.622
H 2.175 2.480 4.431
H 0.787 1.876 5.217
H -1.275 2.186 1.756
H -1.446 2.480 3.444
H -0.052 4.736 2.904
H -1.415 4.669 1.842
H 0.524 5.164 0.899
H -0.116 3.770 0.053
H 1.760 2.445 -0.703
H 2.384 4.160 -0.655
H 3.309 2.851 -0.039
H 2.219 4.572 2.949
H 3.602 3.631 2.327
H 2.922 5.215 1.574
H -0.276 0.027 2.400
H -0.314 0.325 4.128
H 1.119 -0.213 3.412
H 3.064 1.735 2.783
C 5.598 1.357 -0.805
C 4.765 0.069 -0.776
O 3.605 0.028 -0.260
C 5.277 -1.161 -1.459
H 5.229 1.998 -0.004
H 5.444 1.910 -1.732
H 6.664 1.142 -0.739
H 5.582 -0.944 -2.483
H 4.686 -2.075 -1.411
H 6.227 -1.412 -0.988
```

Results
HOMO: 1.753 eV
orbital gap: 0.070 Eh
energy: -2520.017946 Ha
total charge: -2
relative energy (zero: lowest compared OMol25 entry of this formula, charge and spin): 76.8 kcal per mole


# 2
A molecular structure, C29H55AsF3IO13PS in a non-equilibrium geometry, computed with ωB97M-V/def2-TZVPD.

Geometry as XYZ:
```
104
C29H55AsF3IO13PS | OMol25 | ωB97M-V/def2-TZVPD
C -2.172 -3.056 2.714
C -2.742 -3.529 1.267
C -2.925 -2.301 0.144
C -1.591 -1.724 -0.519
C -0.340 -2.745 -0.273
As -1.145 0.278 -0.295
S -2.082 0.288 1.767
C -2.999 0.553 -1.054
C -3.471 1.877 -1.769
C -2.648 2.601 -2.944
C -3.333 2.117 -4.391
O -2.964 3.023 -5.518
C -0.784 2.245 -0.018
C -0.691 2.760 1.573
C 0.110 4.232 1.446
O 0.078 4.993 2.714
C 1.201 4.567 3.561
C -0.269 0.170 -2.127
C 1.105 0.890 -2.457
O 2.258 -0.065 -2.297
C 3.220 0.089 -3.395
C 4.520 -0.884 -2.993
F 4.931 -0.528 -1.585
F 4.092 -2.325 -2.911
F 5.681 -0.665 -3.898
P 0.802 -0.298 0.748
O 0.416 -0.438 2.488
I 2.559 1.397 0.807
H -3.002 -2.464 3.306
H -1.137 -2.514 2.669
H -1.989 -4.049 3.353
H -2.204 -4.485 0.800
H -3.862 -3.902 1.457
H -3.734 -1.600 0.581
H -3.534 -2.897 -0.704
H -1.787 -1.820 -1.698
H -0.743 -3.795 -0.690
H 0.607 -2.549 -0.974
H -0.063 -2.982 0.836
H -3.164 1.219 1.826
H -3.751 0.434 -0.128
H -3.343 -0.341 -1.773
H -4.569 1.678 -2.207
H -3.675 2.708 -0.932
H -2.895 3.768 -2.890
H -1.487 2.525 -2.933
H -3.104 0.987 -4.608
H -4.523 2.199 -4.321
H -2.147 3.494 -5.181
H 0.196 2.655 -0.495
H -1.590 2.999 -0.401
H -1.721 3.079 2.021
H -0.001 2.127 2.250
H 1.181 4.123 0.992
H -0.519 4.864 0.657
H 1.902 5.508 3.701
H 1.861 3.703 3.080
H 0.744 4.163 4.568
H -1.030 0.395 -3.022
H 0.018 -0.974 -2.356
H 1.444 1.875 -1.991
H 1.112 1.086 -3.641
H 3.546 1.199 -3.578
H 2.771 -0.394 -4.372
H 0.740 -1.320 2.833
C -1.676 -8.725 -1.465
C -2.646 -7.800 -2.172
C -1.996 -6.868 -3.149
O -2.926 -5.800 -3.204
C -3.550 -5.777 -1.987
O -4.275 -4.875 -1.599
O -3.249 -6.896 -1.261
H -2.161 -9.209 -0.611
H -1.305 -9.498 -2.145
H -0.817 -8.173 -1.067
H -3.446 -8.385 -2.640
H -1.861 -7.318 -4.136
H -1.036 -6.468 -2.802
C 7.411 -3.699 -0.968
C 6.078 -4.083 -0.359
C 5.956 -3.752 1.097
O 4.973 -4.678 1.530
C 5.086 -5.764 0.706
O 4.535 -6.836 0.896
O 5.902 -5.490 -0.356
H 7.533 -4.166 -1.951
H 7.492 -2.613 -1.080
H 8.247 -4.046 -0.350
H 5.260 -3.646 -0.944
H 5.626 -2.724 1.271
H 6.874 -3.936 1.667
C -0.591 8.010 3.274
C -0.144 8.965 4.362
C -0.647 8.610 5.728
O -0.619 9.863 6.389
C -0.799 10.809 5.417
O -1.022 11.989 5.634
O -0.699 10.255 4.171
H -0.397 8.437 2.285
H -0.067 7.052 3.354
H -1.669 7.820 3.328
H 0.948 9.066 4.345
H -0.007 7.886 6.239
H -1.680 8.243 5.734
```

Results
HOMO: -4.161 eV
orbital gap: 0.228 Eh
energy: -5688.360300 Ha
total charge: -1


# 3
4 unconnected molecules or ions with the total composition C29H55BFN4O18P3S3 in a non-equilibrium geometry, computed with ωB97M-V/def2-TZVPD.

Geometry as XYZ:
```
114
C29H55BFN4O18P3S3 | OMol25 | ωB97M-V/def2-TZVPD
C 1.208 1.987 0.299
C 0.258 1.140 0.814
C -1.215 1.124 0.214
C -1.654 -0.257 -0.450
C -0.898 -0.260 -1.859
C 0.613 -0.719 -1.811
C 1.612 0.281 -2.569
S 3.346 -0.188 -2.049
C 3.485 -1.925 -2.596
S 3.277 -2.242 -4.211
N 3.728 -3.016 -1.697
C 3.818 -3.065 -0.284
C 4.035 -4.471 0.032
N 4.098 -5.264 -1.163
C 3.922 -4.342 -2.158
C -1.654 -1.571 0.417
C -0.419 -1.957 1.368
N -0.761 -1.588 2.788
C -2.106 -2.961 -0.187
S -1.131 -3.588 -1.622
C 0.097 -4.849 -1.087
C 0.511 -5.650 -2.411
O -2.726 -1.321 1.397
C -3.764 -0.680 0.712
O -4.847 -0.697 1.234
C -3.242 -0.109 -0.674
B -3.903 1.369 -0.832
O -3.378 2.189 -1.883
O -4.897 1.942 -0.027
C -3.966 -0.846 -1.849
O -3.776 -0.707 -3.036
N -5.130 -1.723 -1.474
C -5.222 -2.864 -2.350
O -4.890 -3.969 -2.071
F -5.799 -2.692 -3.615
H 0.831 2.713 -0.481
H 2.265 2.018 0.652
H 0.582 0.528 1.689
H -1.840 1.397 1.124
H -1.165 1.972 -0.534
H -1.014 0.754 -2.352
H -1.388 -0.996 -2.569
H 0.742 -1.704 -2.355
H 1.046 -0.872 -0.791
H 1.563 0.118 -3.678
H 1.394 1.360 -2.362
H 3.735 -2.189 0.404
H 4.129 -4.896 1.056
H 3.914 -4.744 -3.193
H -0.208 -3.067 1.424
H 0.563 -1.483 1.108
H -0.406 -2.327 3.404
H -0.296 -0.721 3.064
H -3.193 -3.003 -0.511
H -2.051 -3.775 0.600
H 1.040 -4.388 -0.687
H -0.313 -5.580 -0.341
H -0.286 -5.565 -3.212
H 0.685 -6.748 -2.194
H 1.455 -5.254 -2.873
H -3.563 1.789 -2.753
H -5.797 1.693 -0.301
H -5.982 -1.167 -1.647
C 6.622 -7.742 4.703
O 6.401 -6.405 4.263
P 7.643 -5.442 4.012
O 7.291 -4.108 3.513
O 8.601 -6.285 3.048
C 8.128 -6.541 1.727
O 8.425 -5.459 5.399
C 9.337 -4.385 5.635
H 6.388 -8.425 3.885
H 7.651 -7.909 5.024
H 5.953 -7.951 5.537
H 7.458 -5.752 1.381
H 7.603 -7.498 1.709
H 8.984 -6.596 1.056
H 8.784 -3.507 5.967
H 9.903 -4.145 4.733
H 10.032 -4.686 6.418
C -6.057 6.418 -6.069
O -5.323 7.427 -5.383
P -4.146 7.013 -4.395
O -3.433 8.142 -3.789
O -3.229 6.033 -5.266
C -2.527 6.609 -6.365
O -4.847 6.022 -3.365
C -4.175 5.809 -2.122
H -5.791 6.446 -7.126
H -5.857 5.420 -5.676
H -7.121 6.630 -5.969
H -2.295 7.660 -6.186
H -3.132 6.519 -7.270
H -1.596 6.062 -6.508
H -4.383 6.641 -1.450
H -3.097 5.714 -2.270
H -4.551 4.889 -1.675
C -2.974 5.088 5.722
O -1.793 4.469 5.222
P -1.275 4.824 3.760
O -0.023 4.159 3.378
O -1.217 6.422 3.741
C -0.245 7.045 4.577
O -2.524 4.502 2.826
C -2.254 4.316 1.437
H -2.695 5.798 6.502
H -3.530 5.612 4.944
H -3.614 4.321 6.158
H 0.628 6.406 4.721
H -0.693 7.274 5.546
H 0.072 7.975 4.107
H -1.881 3.306 1.275
H -1.522 5.042 1.079
H -3.182 4.446 0.880
```

Results
SMILES string: C=CC[C@@]1(CCCSC(=S)n2ccnc2)[C@](CN)(CSCC)OC(=O)[C@]1(B(O)O)C(=O)NC(=O)F.COP(=O)(OC)OC.COP(=O)(OC)OC.COP(=O)(OC)OC
HOMO: -8.687 eV
orbital gap: 0.279 Eh
energy: -5054.911862 Ha


# 4
4 unconnected molecules or ions with the total composition C29H55BIN3O2 in a non-equilibrium geometry, computed with ωB97M-V/def2-TZVPD.

Geometry as XYZ:
```
91
C29H55BIN3O2 | OMol25 | ωB97M-V/def2-TZVPD
C -1.812 -3.447 2.220
C -0.588 -4.310 1.786
C -0.931 -4.965 0.440
C 0.317 -5.386 -0.382
C 0.400 -4.497 -1.642
C 1.570 -4.884 -2.565
C 2.561 -3.723 -2.835
C 3.280 -3.149 -1.550
C 2.956 -1.638 -1.292
C 3.279 -1.153 0.137
C 2.894 0.312 0.546
C 2.154 1.215 -0.464
C 0.866 1.907 0.104
C 0.160 2.696 -1.051
B -1.366 2.332 -1.203
I -2.568 2.098 0.601
C -2.075 2.180 -2.638
O -2.041 0.845 -3.174
C -2.501 -0.099 -2.287
C -1.443 -1.052 -1.743
O -3.641 -0.208 -1.962
H -1.562 -2.393 2.283
H -2.668 -3.635 1.566
H -2.105 -3.781 3.223
H 0.269 -3.642 1.647
H -0.394 -5.101 2.513
H -1.623 -5.808 0.549
H -1.475 -4.215 -0.153
H 0.245 -6.445 -0.654
H 1.230 -5.281 0.221
H 0.422 -3.453 -1.315
H -0.546 -4.642 -2.181
H 1.125 -5.121 -3.542
H 2.078 -5.784 -2.204
H 1.972 -2.881 -3.227
H 3.291 -3.999 -3.603
H 3.035 -3.765 -0.679
H 4.348 -3.167 -1.794
H 1.914 -1.391 -1.541
H 3.557 -1.106 -2.044
H 2.843 -1.870 0.846
H 4.366 -1.245 0.269
H 3.828 0.810 0.832
H 2.300 0.294 1.471
H 1.892 0.752 -1.419
H 2.800 2.074 -0.706
H 0.214 1.113 0.488
H 1.171 2.569 0.918
H 0.727 2.495 -1.972
H 0.251 3.782 -0.885
H -3.085 2.613 -2.629
H -1.497 2.796 -3.342
H -0.458 -0.834 -2.169
H -1.361 -0.957 -0.655
H -1.694 -2.085 -1.991
C -4.325 2.224 5.114
C -3.430 2.685 6.259
C -2.248 3.535 5.784
C -1.395 2.766 4.863
N -0.731 2.169 4.142
H -3.783 1.582 4.416
H -5.168 1.649 5.497
H -4.722 3.076 4.558
H -3.060 1.811 6.799
H -4.022 3.270 6.965
H -1.644 3.854 6.633
H -2.600 4.431 5.269
C 2.030 5.560 6.213
C 1.700 5.636 4.727
C 1.015 6.949 4.333
C -0.261 7.104 5.054
N -1.261 7.214 5.606
H 1.127 5.596 6.825
H 2.541 4.625 6.442
H 2.680 6.384 6.515
H 1.059 4.793 4.458
H 2.621 5.534 4.149
H 0.811 6.963 3.262
H 1.653 7.802 4.566
C -0.359 -2.329 -8.487
C -1.237 -1.553 -7.511
C -0.431 -0.667 -6.555
C 0.485 -1.484 -5.739
N 1.199 -2.120 -5.104
H 0.306 -3.019 -7.965
H -0.974 -2.921 -9.165
H 0.252 -1.653 -9.088
H -1.841 -2.257 -6.934
H -1.929 -0.923 -8.072
H -1.098 -0.123 -5.886
H 0.158 0.063 -7.113
```

Results
SMILES string: CCCCCCCCCCCCCCB(I)COC(C)=O.CCCC#N.CCCC#N.CCCC#N
HOMO: -9.261 eV
orbital gap: 0.338 Eh
energy: -1775.240650 Ha